No. 1
C2H3NOS | ωB97M-V/def2-TZVPD

```
8
Properties=species:S:1:pos:R:3:forces:R:3
O -2.288006 -1.021262 -0.164996 1.953 1.148 -0.426
C -1.283862 -0.369497 -0.165606 1.697 -1.919 0.891
N 0.287079 -0.765632 0.080381 -3.704 -1.705 -0.681
C 0.730689 0.537516 0.171390 0.025 1.838 3.748
S -0.856069 1.351544 -0.046084 -0.765 -0.015 0.203
H 0.857607 -1.371827 -0.506126 -0.759 -0.178 -0.012
H 1.211395 0.765742 1.189718 -0.738 -0.066 -1.283
H 1.341166 0.873419 -0.558677 2.292 0.896 -2.440
```
Positions in Å, forces in eV/Å.

Results
* gap between HOMO and LUMO: 10.27 eV
* energy above the lowest of the compared OMol25 structures with the same formula, charge and spin: 101.13 kJ/mol
* electronic energy: -16494.15022 eV
* HOMO: -9.76 eV
* net charge: 0
* max |F|: 4.17 eV/Å
* 2S+1: 1



No. 2
C4H8O2 | ωB97M-V/def2-TZVPD

```
14
Properties=species:S:1:pos:R:3:forces:R:3
C 1.539272 2.448623 -1.376734 0.555 0.393 -0.276
C 1.026628 1.200149 -0.723334 0.022 -0.379 0.166
O 1.685501 0.234964 -0.406412 -0.478 0.623 -0.195
O -0.314682 1.271003 -0.515981 0.207 -1.186 0.497
H 2.627963 2.375286 -1.537917 -0.555 -0.067 0.129
H 1.336172 3.326369 -0.740399 -0.048 -0.379 -0.277
H 1.048564 2.600596 -2.352810 0.084 -0.047 0.462
H -0.560284 0.407972 -0.083706 0.165 0.962 -0.463
C -1.291108 -2.040597 1.889887 -0.035 -0.030 -0.224
C -1.505273 -2.581057 0.689210 0.036 0.148 0.170
H -2.110399 -1.906036 2.605345 0.373 -0.043 -0.265
H -0.289790 -1.715790 2.194972 -0.414 -0.136 -0.085
H -2.506580 -2.905862 0.384125 0.436 0.116 0.088
H -0.685983 -2.715618 -0.026247 -0.350 0.025 0.271
```
Positions in Å, forces in eV/Å.

Results
* gap between HOMO and LUMO: 11.23 eV
* energy above the lowest of the compared OMol25 structures with the same formula, charge and spin: 99.19 kJ/mol
* electronic energy: -8372.25371 eV
* HOMO: -10.35 eV
* net charge: 0
* max |F|: 1.30 eV/Å
* 2S+1: 1



No. 3
C3H8NO | ωB97M-V/def2-TZVPD

```
13
Properties=species:S:1:pos:R:3:forces:R:3
C 0.303601 0.118143 -0.013557 -4.504 -0.318 -2.792
C -0.661186 1.075891 -0.121582 2.769 1.181 1.205
C -0.118783 -1.165479 -0.247687 1.375 -1.808 2.029
O -2.780990 -0.105411 -0.341103 1.550 0.103 0.761
N 2.551998 0.234529 0.631819 -1.004 -0.874 1.508
H 1.291300 0.318540 0.682815 3.458 0.346 0.797
H 2.887685 -0.605074 0.154414 -0.409 0.399 -0.321
H -0.540556 2.082200 0.297932 -0.118 -0.028 -0.244
H -1.099168 -1.597794 -0.478397 -0.237 1.488 -0.942
H 0.449740 -2.017814 0.157315 0.516 0.451 -0.266
H 3.151758 1.059652 0.511463 -0.996 0.143 -0.735
H -1.794381 0.824010 -0.476217 -2.330 -1.880 -0.542
H -3.641023 -0.221399 -0.757209 -0.071 0.796 -0.461
```
Positions in Å, forces in eV/Å.

Results
* gap between HOMO and LUMO: 5.24 eV
* energy above the lowest of the compared OMol25 structures with the same formula, charge and spin: 996.57 kJ/mol
* electronic energy: -6760.84093 eV
* HOMO: -13.75 eV
* net charge: +1
* max |F|: 5.31 eV/Å
* 2S+1: 1